No. 1
C11H26FeN4O7S | wB97M-V/def2-TZVPD

Cartesian coordinates (Å):
O: 2.922596 2.716076 -1.096171
H: 3.635021 3.255265 -1.501826
Fe: 0.836941 0.005706 -0.270072
N: 0.211976 0.322463 -1.949505
N: -0.387407 1.701188 0.069741
N: 1.099966 -1.772702 -0.074669
N: 0.397374 -0.296932 1.768091
O: 0.391428 -0.594675 -2.831333
O: 1.070500 -2.552338 -1.172316
O: -0.466310 0.332205 2.595496
O: -1.007431 2.222389 1.102462
C: -0.668404 2.305266 -1.095958
C: -0.222550 1.572006 -2.233714
C: 1.294537 -2.303938 1.145610
C: 0.810401 -1.487702 2.221710
C: -0.257591 1.969007 -3.652739
H: 0.667735 2.483077 -3.924198
H: -1.096672 2.646838 -3.806684
H: -0.366205 1.057422 -4.240513
C: -1.472173 3.563886 -1.140806
H: -1.024086 4.355644 -0.538548
H: -2.490472 3.408239 -0.769698
H: -1.537374 3.929060 -2.174478
C: 1.838768 -3.667060 1.244293
C: 0.637938 -1.941928 3.631340
H: 2.557148 -3.831401 0.422059
H: 1.027107 -4.414570 1.190778
H: 2.365078 -3.793845 2.205927
H: 0.199713 -1.158012 4.260995
H: 1.603993 -2.230574 4.059928
H: -0.011237 -2.828303 3.674746
H: 0.810419 -1.861808 -1.927036
H: -0.741587 1.244352 1.989343
C: 2.589306 2.900156 0.953918
H: 2.342598 3.814436 0.446934
H: 3.241690 2.073229 0.723319
H: 1.795401 2.473739 1.686533
O: 2.580199 0.341021 -0.869689
H: 3.041908 1.636778 -1.073623
H: 3.372043 -0.148086 -0.558333
C: -3.954544 -1.347255 -0.898882
S: -2.669922 -0.871271 0.251842
C: -2.734635 -2.279622 1.354863
O: -1.411517 -1.042946 -0.554091
H: -4.776810 -1.780958 -0.328092
H: -3.512169 -2.059633 -1.601998
H: -4.276558 -0.434146 -1.411005
H: -2.215615 -3.113770 0.867392
H: -2.248750 -2.002960 2.299401
H: -3.791765 -2.513014 1.529257

Forces on the atoms, in the same order (eV/Å):
O 0.96 -0.73 -3.78
H -0.50 -0.95 0.23
Fe -2.12 4.48 2.73
N -0.48 0.80 -1.86
N -1.00 1.42 -2.88
N -0.21 -3.64 1.41
N -0.16 -2.68 2.12
O 0.28 -0.11 0.11
O 0.60 0.32 -0.17
O 0.87 0.65 -1.07
O 0.76 -1.02 1.04
C 0.65 -0.59 1.94
C 0.96 -2.25 0.24
C 0.20 0.41 -3.67
C -0.60 3.07 -0.49
C -0.47 0.15 -0.02
H 0.00 -0.06 -0.01
H 0.05 -0.02 -0.31
H 0.01 0.22 -0.17
C -0.01 0.06 -0.59
H 0.06 -0.17 0.13
H 0.16 -0.08 0.06
H 0.00 -0.08 0.30
C 0.31 -0.71 0.47
C -0.17 -0.26 0.16
H -0.48 -0.06 0.33
H 0.39 0.15 -0.08
H -0.26 -0.04 -0.37
H 0.15 -0.18 -0.39
H -0.09 0.00 -0.11
H 0.12 0.15 0.03
H 0.20 -0.49 0.34
H -0.14 0.30 0.24
C -2.24 -1.56 4.11
H 0.43 0.08 0.56
H 0.58 0.89 0.48
H 0.92 1.14 -1.08
O 1.89 -1.00 0.54
H -0.37 2.20 -0.64
H -0.93 0.25 -0.24
C -0.14 0.01 0.06
S 0.39 0.31 -0.16
C -0.19 -0.22 0.16
O -0.26 -0.01 0.45
H -0.09 0.07 -0.26
H -0.14 0.07 0.13
H 0.06 -0.30 0.03
H -0.16 0.14 0.09
H -0.08 -0.05 -0.31
H 0.31 -0.07 0.15

- Gap between HOMO and LUMO (spin up / spin down): 0.2106 / 0.2275 Ha
- Net charge: 0
- 2S+1: 5
- ΔE to the lowest compared entry with this formula, charge and spin: 91.0 kJ/mol
- Electronic energy: -2841.91879 hartree
- Expectation value of S²: 6.37



No. 2
C11H26FeN4O7S | wB97M-V/def2-TZVPD

Cartesian coordinates (Å):
O: -0.659788 -1.272319 -3.824274
H: -1.010270 -1.413165 -4.718870
Fe: -0.445495 0.220845 -0.877432
N: 1.125222 -0.872046 -1.106117
N: -1.032457 -1.572959 -0.168671
N: 0.565492 1.802224 -0.366739
N: -1.534903 1.053255 0.577353
O: 2.317041 -0.441093 -1.255578
O: 1.859027 2.024218 -0.615635
O: -2.333851 0.425497 1.461310
O: -1.997369 -1.875728 0.653293
C: -0.325458 -2.616162 -0.675223
C: 0.887439 -2.197745 -1.288194
C: -0.109181 2.821929 0.166741
C: -1.297921 2.360389 0.821665
C: 1.838029 -3.004720 -2.082425
H: 1.755027 -2.756248 -3.154674
H: 1.629343 -4.073514 -1.957391
H: 2.869338 -2.800948 -1.763134
C: -0.869127 -3.978583 -0.523730
H: -1.867552 -4.028186 -0.978802
H: -0.959324 -4.234042 0.540210
H: -0.218981 -4.708676 -1.012905
C: 0.419344 4.206192 0.172248
C: -2.092988 3.157054 1.794409
H: 1.042580 4.380701 -0.713906
H: 1.023355 4.403661 1.068040
H: -0.410019 4.921465 0.163423
H: -2.837245 2.523484 2.300412
H: -2.619495 3.974849 1.279355
H: -1.436693 3.613273 2.554865
H: 2.172997 1.068922 -0.913063
H: -2.281474 -0.627323 1.148484
C: -1.777771 0.096722 -2.337938
H: -1.521346 -0.787414 -3.210224
H: -1.811248 1.015158 -2.937194
H: -2.786157 -0.045993 -1.916487
O: 0.477506 0.825847 -2.825126
H: 0.122602 0.093860 -3.447403
H: 0.576429 1.691566 -3.286393
C: 2.032368 -1.531812 3.319232
S: 0.666486 -0.599196 2.627190
C: 0.703514 0.801432 3.753174
O: 1.181338 -0.082012 1.318905
H: 1.908013 -1.572890 4.404967
H: 2.964318 -1.032995 3.031795
H: 1.980759 -2.544618 2.899123
H: 1.572498 1.418933 3.493379
H: -0.234505 1.357348 3.633948
H: 0.780553 0.411564 4.774009

Forces on the atoms, in the same order (eV/Å):
O 0.16 -1.05 -1.57
H 0.21 0.00 0.16
Fe 0.07 -1.16 2.02
N 0.87 0.41 -0.95
N 0.04 -0.85 0.68
N -0.66 2.71 1.01
N 0.13 3.15 1.20
O -1.02 -0.62 -0.05
O 0.37 -0.82 -0.93
O -0.42 -0.74 -0.60
O 0.66 0.30 -1.09
C 0.53 1.11 -0.52
C -0.93 -0.28 0.53
C 1.76 -1.86 -1.56
C -1.52 -3.26 -0.43
C 0.39 -0.64 0.13
H -0.08 0.05 0.43
H 0.11 0.24 -0.11
H -0.28 -0.04 -0.13
C 0.18 -0.60 -0.15
H 0.20 -0.02 0.19
H -0.08 0.04 -0.25
H -0.16 0.06 0.10
C 0.07 0.38 0.24
C -0.09 0.17 0.41
H -0.10 -0.13 0.30
H -0.02 0.01 -0.19
H 0.12 -0.10 0.05
H 0.36 0.24 -0.28
H 0.16 -0.18 0.12
H -0.23 -0.09 -0.22
H -0.14 1.00 0.14
H -0.23 0.96 0.27
C -2.85 1.93 2.12
H 1.15 -0.70 -0.08
H -0.12 -0.22 -0.14
H -0.21 -0.10 -0.17
O 1.26 1.02 -2.22
H 0.49 1.01 0.45
H -0.21 -1.17 0.31
C 0.04 -0.11 0.18
S -0.01 0.11 -0.41
C 0.06 -0.01 0.20
O -0.09 -0.21 0.83
H 0.14 -0.12 -0.13
H -0.16 -0.10 0.10
H 0.10 0.33 0.08
H -0.19 -0.13 0.09
H 0.27 -0.13 -0.04
H -0.08 0.23 -0.12

- Gap between HOMO and LUMO (spin up / spin down): 0.2265 / 0.2206 Ha
- Net charge: 0
- 2S+1: 5
- ΔE to the lowest compared entry with this formula, charge and spin: 126.2 kJ/mol
- Electronic energy: -2841.90536 hartree
- Expectation value of S²: 6.09



No. 3
C11H26GaN4O7 | wB97M-V/def2-TZVPD

Cartesian coordinates (Å):
O: -1.014739 1.291163 -2.730695
H: -1.070806 1.715050 -3.615738
Ga: -0.391349 0.331899 0.080938
N: -0.342598 -1.621767 0.231024
N: -2.121795 -0.089815 -0.618104
N: 1.328301 0.605515 0.859085
N: -0.264741 2.232226 -0.154720
O: 0.639457 -2.320128 0.743109
O: 2.094100 -0.395940 1.335262
O: -1.312426 3.016798 -0.568672
O: -3.014389 0.848434 -0.635356
C: -2.445190 -1.402355 -0.707737
C: -1.492912 -2.263620 -0.125465
C: 1.705005 1.895763 1.010586
C: 0.824057 2.816600 0.377016
C: -1.625026 -3.707113 0.211658
H: -1.559623 -3.852427 1.303476
H: -0.812462 -4.286322 -0.248439
H: -2.572595 -4.140614 -0.129083
C: -3.750012 -1.765789 -1.289357
H: -3.765706 -1.545409 -2.364858
H: -4.558440 -1.194363 -0.811066
H: -3.918159 -2.837988 -1.163653
C: 2.954697 2.276792 1.721247
C: 1.088474 4.270683 0.240475
H: 3.646342 1.428949 1.805244
H: 2.752653 2.642806 2.744034
H: 3.452067 3.090568 1.174991
H: 0.290503 4.743836 -0.341857
H: 2.055102 4.413914 -0.257296
H: 1.173023 4.760518 1.224192
H: 1.491930 -1.285057 1.103273
H: -2.021034 2.332337 -0.805213
C: 0.142790 0.420544 -2.660367
H: -0.166285 -0.554051 -2.259758
H: 0.921090 0.880557 -2.028744
H: 0.564393 0.239004 -3.660472
O: 3.104181 -2.136598 -2.506186
H: 3.843473 -1.548474 -2.262449
H: 2.631421 -2.292713 -1.671112
C: -0.858799 -0.407492 3.614586
C: -2.101696 0.040332 2.901518
O: -1.736779 0.819675 1.743992
H: -0.267603 -1.127254 3.036111
H: -1.136310 -0.916313 4.540911
H: -0.237245 0.451654 3.881208
H: -2.683565 -0.825159 2.563210
H: -2.734516 0.665883 3.546898
H: -2.532412 1.058306 1.217452

Forces on the atoms, in the same order (eV/Å):
O 0.74 -0.27 -0.86
H 0.19 -0.51 0.93
Ga -1.76 -1.30 0.88
N -1.89 -1.65 -0.54
N -0.84 -1.94 -0.39
N 2.56 2.66 1.28
N 1.35 3.16 1.06
O 0.75 0.35 0.37
O -0.65 0.67 -0.28
O 0.65 -0.71 0.10
O -0.25 0.61 -0.45
C -0.56 2.82 -0.37
C 3.04 0.50 0.90
C 0.82 -4.54 0.37
C -3.83 0.03 -2.31
C -0.23 -0.42 -0.26
H 0.13 0.14 -0.39
H -0.10 0.19 0.21
H 0.23 0.26 0.07
C -0.51 -0.48 0.20
H 0.01 0.08 0.25
H 0.18 -0.18 -0.19
H -0.19 0.21 -0.06
C 0.35 0.20 0.01
C -0.13 0.26 0.32
H -0.34 0.19 -0.09
H -0.09 -0.13 -0.40
H -0.10 -0.19 0.21
H 0.28 -0.10 0.21
H -0.17 -0.03 0.00
H -0.10 -0.18 -0.28
H 0.27 -0.55 0.12
H 0.19 0.29 0.00
C -0.65 0.55 -0.78
H 0.04 0.09 -0.12
H 0.03 -0.08 -0.20
H 0.06 -0.02 0.48
O 0.08 0.54 0.58
H -0.43 -0.47 -0.17
H 0.28 -0.06 -0.32
C 0.26 -0.11 0.24
C -0.34 -0.29 0.08
O 0.55 0.30 -0.26
H -0.10 0.20 -0.05
H -0.01 0.09 -0.05
H -0.01 -0.09 -0.02
H -0.02 0.11 0.08
H 0.19 -0.15 -0.21
H 0.08 -0.06 0.10

- Gap between HOMO and LUMO (spin up / spin down): 0.2198 / 0.2197 Ha
- Net charge: +1
- Electronic energy: -3104.80112 hartree



No. 4
C11H26LiNO11P | wB97M-V/def2-TZVPD

Cartesian coordinates (Å):
C: -3.929902 1.604748 -1.478277
N: -3.098116 2.706947 -1.767517
C: -2.972087 3.006231 -3.258901
C: -3.724641 3.938195 -1.097282
C: -1.775585 2.418763 -1.241335
C: -1.628289 2.541943 0.397044
O: -0.333567 2.283610 0.819859
H: -3.368963 0.719910 -1.729382
H: -5.015907 1.434575 -2.095292
H: -4.179083 1.670972 -0.489672
H: -3.920689 2.886861 -3.861235
H: -2.065378 2.498882 -3.597557
H: -2.835306 4.062710 -3.469784
H: -4.304399 4.495407 -1.775667
H: -2.982655 4.588308 -0.977706
H: -4.427338 3.785493 -0.247606
H: -1.191805 3.288830 -1.627597
H: -1.341570 1.527795 -1.707747
H: -2.354939 1.907970 0.957172
H: -1.919110 3.407139 0.784848
H: -0.256132 1.179287 0.793612
Li: 0.827358 -1.509125 0.925873
P: -1.622699 -1.216381 -0.011882
O: -0.820051 -2.342362 0.385676
O: -0.464991 -0.266603 0.450918
O: -2.835669 -1.038981 0.737733
O: -1.715237 -1.222220 -1.462889
C: 2.979332 -3.439190 4.199516
O: 3.579033 -2.150977 3.814314
C: 2.758484 -1.219206 3.119098
O: 1.679401 -1.658676 2.685292
O: 3.319529 -0.114089 2.889956
C: 2.707867 0.667540 1.985892
H: 2.898809 -4.021919 3.233396
H: 1.938890 -3.341155 4.798744
H: 3.708130 -4.096057 4.875458
H: 3.212932 0.678086 0.941068
H: 2.792632 1.766836 2.056587
H: 1.713851 0.419156 1.774689
C: 3.145015 -4.503227 0.403925
O: 3.017022 -3.892841 -0.762914
C: 2.730042 -2.652261 -0.957371
O: 2.694909 -1.905372 0.042790
O: 2.158921 -2.271365 -2.179536
C: 1.989895 -0.882698 -2.394731
H: 3.188972 -5.703427 0.349805
H: 2.185433 -4.381811 0.996743
H: 3.913066 -4.054029 1.009411
H: 2.817428 -0.245850 -2.104488
H: 1.323181 -0.542686 -1.761338
H: 1.803982 -0.813683 -3.371712

Forces on the atoms, in the same order (eV/Å):
C -3.78 -3.38 -3.50
N -2.15 3.09 -1.43
C -0.62 0.33 -0.52
C -2.21 -2.16 -0.53
C 2.63 2.12 2.14
C 0.61 -4.91 -1.38
O 0.09 -0.61 -0.41
H 0.20 -0.95 0.43
H 3.02 1.30 1.35
H -0.42 -0.56 2.56
H 0.97 -1.03 1.02
H -0.67 -0.33 -0.31
H 0.61 0.36 0.82
H -1.18 0.00 -1.52
H 3.31 2.45 1.57
H 1.31 -0.51 -0.32
H 0.09 -0.50 0.38
H -0.48 -0.42 0.66
H 0.33 -0.77 -0.98
H -0.93 4.73 0.65
H -0.82 -0.16 -0.71
Li -1.58 -0.27 -0.39
P 2.03 1.18 0.21
O 3.63 -8.77 2.34
O 2.60 6.49 1.01
O -4.98 1.62 2.45
O -1.29 1.60 -5.73
C -0.66 -0.91 0.44
O -0.53 1.44 0.56
C -2.69 -7.06 -0.11
O 2.13 1.65 1.25
O 2.69 0.43 2.11
C 0.46 3.83 -5.48
H -0.55 0.58 1.26
H 2.44 -0.04 -1.76
H -1.16 2.13 -1.34
H -0.39 -1.15 1.49
H -0.11 -0.52 1.66
H -1.59 -0.30 0.10
C -2.04 -3.05 4.46
O 0.28 -0.79 -6.30
C -3.52 3.51 2.14
O 0.77 -0.34 -2.07
O 3.00 -2.83 2.27
C 3.60 -1.04 1.60
H 0.50 2.87 -0.56
H 0.85 0.15 -0.49
H 0.67 -0.18 0.25
H 1.11 -0.39 -0.26
H -4.45 1.52 2.63
H -1.10 0.55 -3.66

- Gap between HOMO and LUMO: 0.1381 Ha
- Net charge: -1
- ΔE to the lowest compared entry with this formula, charge and spin: 62.7 kJ/mol
- Electronic energy: -1665.91588 hartree



No. 5
C11H26O5P2S | wB97M-V/def2-TZVPD

Cartesian coordinates (Å):
C: 4.962490 -1.512870 -0.756728
C: 3.564483 -1.836233 -0.244370
C: 3.052203 -0.756463 0.691146
O: 2.633955 -1.368957 1.988580
P: 1.214227 -1.106228 2.534547
O: 0.195779 -1.450560 1.440843
C: -1.248394 -1.193707 1.604664
C: -1.776241 -0.428429 0.408068
C: -0.994730 -0.819493 -0.834169
C: -1.718728 1.065556 0.725559
C: -2.154371 2.051365 -0.358813
C: -1.127575 2.246958 -1.475955
C: -2.383210 3.423580 0.303234
P: 1.089941 0.999911 3.274546
S: 1.955291 2.290199 2.141098
H: 4.995581 -0.493483 -1.137005
H: 5.247032 -2.178875 -1.563783
H: 5.700127 -1.583823 0.040025
H: 2.894164 -1.899574 -1.098833
H: 3.543223 -2.805390 0.247178
H: 2.220053 -0.212947 0.253109
H: 3.821432 -0.033999 0.936934
H: 1.090842 -1.975271 3.623277
H: -1.728271 -2.159364 1.718584
H: -1.413803 -0.622205 2.522592
H: -2.804262 -0.754912 0.255036
H: -0.848500 -1.890305 -0.921868
H: -1.573510 -0.524050 -1.700051
H: -0.046251 -0.280570 -0.890688
H: -0.710877 1.344956 1.064840
H: -2.389439 1.224950 1.577286
H: -3.100246 1.739553 -0.801003
H: -1.158450 1.447212 -2.208690
H: -1.329389 3.172144 -2.009165
H: -0.125555 2.278796 -1.043859
H: -2.686748 3.340871 1.345425
H: -1.452418 3.991475 0.287833
H: -3.116201 4.003006 -0.250140
H: -0.267313 1.181136 3.570781
H: 1.704461 0.813056 4.522342
C: -2.677961 -1.384963 -3.721587
O: -2.761095 -2.090446 -2.686882
O: -2.839300 -2.090139 -4.935950
O: -2.455497 -0.174354 -3.816293
H: -2.996949 -2.987116 -4.621694

Forces on the atoms, in the same order (eV/Å):
C -0.02 0.12 0.17
C 0.00 0.07 -0.32
C 0.27 -0.04 -0.26
O -0.09 0.28 0.02
P 0.08 -0.15 0.03
O -0.01 0.11 0.21
C -0.86 0.04 0.01
C 0.70 -0.01 -0.12
C -0.05 0.47 -0.30
C -0.54 -0.11 -0.08
C 0.15 0.64 0.14
C -0.16 -0.47 -0.09
C 0.28 -0.10 -0.07
P 0.49 0.63 -0.37
S -0.11 -0.17 -0.02
H 0.02 0.07 -0.13
H 0.06 -0.10 -0.06
H 0.10 -0.06 0.06
H -0.17 -0.11 0.00
H 0.00 -0.06 0.13
H -0.23 -0.03 0.14
H 0.09 -0.01 0.26
H 0.08 -0.03 0.10
H 0.22 -0.25 -0.08
H 0.14 -0.06 0.16
H -0.17 0.08 0.05
H 0.03 -0.13 -0.01
H -0.03 -0.11 -0.22
H 0.19 -0.13 0.17
H 0.11 -0.01 -0.12
H 0.02 0.03 0.16
H -0.04 -0.32 0.02
H -0.04 -0.08 -0.12
H 0.06 0.15 -0.01
H 0.13 0.22 -0.01
H -0.27 0.03 0.05
H 0.10 0.07 0.08
H -0.12 0.09 0.00
H -0.12 -0.20 0.11
H -0.19 -0.26 0.18
C 0.05 -0.17 0.15
O -0.26 -0.30 -0.18
O 0.04 0.25 0.36
O 0.07 0.19 -0.11
H -0.03 -0.06 -0.08

- Gap between HOMO and LUMO: 0.1960 Ha
- Net charge: 0
- Electronic energy: -1891.75714 hartree



Which value of net charge does entry 2 give? 0



Which formula does entry 2 have? C11H26FeN4O7S